No. 1
# H37O19

19 unconnected molecules or ions with the total composition H37O19 in a non-equilibrium geometry (ωB97M-V/def2-TZVPD, OMol25).

The geometry in XYZ format:
```
56
Properties=species:S:1:pos:R:3:mulliken_charge:R:1
O -0.309 0.950 1.365 -0.090
H 1.685 3.608 1.195 0.329
H -0.268 0.422 0.549 -0.338
O 1.037 0.760 3.542 -0.659
H 0.676 -4.371 0.718 0.306
H 1.568 1.478 3.188 0.253
O -1.695 -3.677 -2.026 -0.702
H 1.760 -0.270 -0.852 0.332
H 2.591 -0.876 2.877 0.312
O -0.041 2.295 -3.636 -0.675
H 0.162 1.930 -4.501 0.303
H -0.393 1.547 -3.135 0.360
O -2.461 3.856 -1.726 -0.626
H -4.283 -0.424 0.042 0.303
H -1.831 4.569 -1.886 0.291
O -0.015 -0.151 -1.180 -1.011
H -1.182 0.751 -0.936 0.437
H 0.104 -0.960 -0.667 0.181
O 3.165 -1.651 2.949 -0.692
H 0.725 -1.155 -3.509 0.315
H 3.689 -1.756 2.158 0.365
O -0.123 -1.549 -3.191 -0.804
H -1.056 -0.379 1.378 0.790
O -0.040 3.511 -0.294 -0.638
H -2.601 1.593 -0.869 0.152
H 0.134 3.806 -1.207 0.243
O 2.554 -0.822 -0.925 -0.702
H 0.279 -4.816 -0.616 0.336
H 2.938 -0.880 -1.798 0.228
O 0.266 -2.013 3.874 -0.673
H -0.193 -1.331 3.378 0.291
H 1.160 -2.011 3.523 0.364
O 1.022 -4.907 -0.006 -0.634
H -1.264 -3.702 -2.886 0.345
H -2.173 -0.038 2.955 0.278
O -1.655 1.614 -0.707 -0.471
H -3.261 0.804 3.086 0.226
H -0.190 -1.058 -2.207 0.303
O -1.600 -1.230 1.526 -0.639
H -1.429 -2.825 -1.672 0.276
H -0.843 2.938 -0.504 0.442
O 1.558 0.375 -3.552 -0.638
H 1.309 1.017 -2.870 0.329
H 2.294 0.899 -3.945 0.289
O -2.300 0.920 3.058 -0.587
H -2.353 3.317 -2.533 0.297
H -1.034 1.598 1.314 0.331
O -4.395 0.465 0.385 -0.559
H -1.773 -1.924 0.892 0.149
H -4.495 0.388 1.336 0.265
O 2.324 3.916 1.849 -0.656
H 2.850 3.104 1.939 0.306
H 0.137 0.970 3.282 0.397
O 3.470 -2.876 0.483 -0.705
H 2.908 -3.510 0.959 0.296
H 2.889 -2.239 0.036 0.479
```

Values from the calculation:
Total charge: -1
Electronic energy, Eh: -1451.7702
Highest occupied orbital energy, eV: -7.13
LUMO, eV: 2.148
Gap between HOMO and LUMO, eV: 9.3
Strongest force on any atom, eV/Å: 2.910

No. 2
# C2H3I3O

A molecular structure, C2H3I3O in a non-equilibrium geometry (ωB97M-V/def2-TZVPD, OMol25).

The geometry in XYZ format:
```
9
Properties=species:S:1:pos:R:3:mulliken_charge:R:1
C -0.118 -0.212 -0.127 -0.194
C 0.059 0.970 -1.010 -1.319
O 1.016 -1.010 -0.157 -0.340
I -1.888 -1.302 -0.987 0.015
I 0.787 0.371 -3.019 0.205
I 1.629 2.162 -0.141 0.186
H -0.268 0.203 0.863 0.522
H -0.717 1.483 -1.369 0.646
H 1.411 -0.967 -1.018 0.279
```

Values from the calculation:
Electronic energy, Eh: -1046.1644
Highest occupied orbital energy (spin up / spin down), eV: -6.20 / -9.59
⟨S²⟩: 2.0082
LUMO (spin up / spin down), eV: -0.227 / -3.849
Multiplicity: 3
Gap between HOMO and LUMO (spin up / spin down), eV: 6.0 / 5.7
Strongest force on any atom, eV/Å: 4.098

No. 3
# C6H7N3O4S

A single C6H7N3O4S molecule in a non-equilibrium geometry (ωB97M-V/def2-TZVPD, OMol25).

The geometry in XYZ format:
```
21
Properties=species:S:1:pos:R:3:mulliken_charge:R:1
N -2.773 1.243 -1.913 -0.634
N -2.007 0.508 -1.065 -0.101
N -2.610 -0.078 -0.178 1.073
O -3.835 -0.179 -0.083 -0.784
O -1.776 -0.744 0.737 -0.408
S -0.615 -1.727 0.060 1.235
O -0.977 -1.812 -1.336 -0.564
O -0.730 -2.994 0.790 -0.602
C 0.762 -0.614 0.351 0.409
C 1.841 -0.574 -0.526 -0.216
C 2.898 0.314 -0.260 -0.594
C 2.780 1.112 0.908 -0.412
C 1.729 0.951 1.860 -0.467
C 0.784 0.000 1.585 -0.237
H -3.763 0.976 -1.874 0.279
H -2.383 1.299 -2.908 0.278
H 1.936 -1.294 -1.345 0.337
H 3.707 0.262 -0.923 0.433
H 3.548 1.687 1.278 0.415
H 1.663 1.831 2.665 0.247
H -0.180 -0.168 2.177 0.313
```

Values from the calculation:
Electronic energy, Eh: -1096.0291
Structure (SMILES): N/N=[N+](\[O-])OS(=O)(=O)c1ccccc1
Highest occupied orbital energy, eV: -9.23
LUMO, eV: -0.035
Gap between HOMO and LUMO, eV: 9.2
Strongest force on any atom, eV/Å: 3.466

No. 4
# C2H2NO2

A gas-phase ion, C2H2NO2 (charge -1) in a non-equilibrium geometry (ωB97M-V/def2-TZVPD, OMol25).

The geometry in XYZ format:
```
7
Properties=species:S:1:pos:R:3:mulliken_charge:R:1
C -0.397 -1.108 -0.147 -0.346
N -0.199 -0.095 0.642 -0.363
C 0.560 1.021 0.312 0.605
O -0.665 1.909 0.186 -0.736
O 1.759 1.247 0.185 -0.628
H -0.999 -1.918 0.029 0.297
H -0.060 -1.056 -1.207 0.169
```

Values from the calculation:
Total charge: -1
Electronic energy, Eh: -282.6197
Structure (SMILES): C=NC(=O)[O-]
Highest occupied orbital energy, eV: -3.29
LUMO, eV: 4.383
Gap between HOMO and LUMO, eV: 7.7
Strongest force on any atom, eV/Å: 7.297